(1)
Computed, not measured: a cluster of 7 separate species, C39H95B3NO16PS in total, with ωB97M-V with the def2-TZVPD basis set.

```
156
Properties=species:S:1:pos:R:3:forces:R:3
C -5.09392 1.28074 5.66173 0.2 0.4 0.1
C -4.83629 2.79808 5.77986 -0.3 -0.3 -0.1
C -5.99028 3.64619 5.25086 0.3 0.3 -0.3
C -6.23019 3.45564 3.74156 -0.3 0.0 0.3
C -7.71341 3.36247 3.38592 0.3 0.0 -0.4
C -7.92454 2.97871 1.91419 -0.2 -0.2 0.4
C -8.08505 1.47175 1.74493 0.3 0.1 -0.3
C -8.07537 1.04912 0.27220 0.0 0.1 0.4
C -6.67280 1.14873 -0.34568 -0.3 0.2 -0.1
C -6.29174 0.05695 -1.34966 0.4 0.1 0.1
C -6.61733 -1.37360 -0.92823 -0.1 0.3 0.2
C -6.19786 -1.69791 0.50210 0.0 -0.4 0.0
C -6.31309 -3.20193 0.82706 0.2 0.2 0.1
C -4.99776 -3.78779 1.33921 -0.3 -0.3 -0.4
C -3.92314 -3.78356 0.24085 0.1 -0.1 0.3
B -2.47792 -3.45529 0.70416 0.2 -0.4 -0.1
O -2.06424 -3.40302 2.02396 0.1 0.2 -0.2
B -0.88034 -2.70951 2.17358 0.0 0.0 0.9
S 0.49517 -3.24910 3.25295 0.4 0.5 0.1
O -0.65712 -1.59382 1.38870 0.1 -0.4 -0.4
B -1.04343 -1.79979 0.08055 -0.3 -0.1 0.1
P -0.95405 -0.51362 -1.33559 0.8 0.2 -0.1
N -1.35586 0.99122 -0.63936 0.0 -0.2 -0.3
O -2.32815 -0.85303 -2.20425 -0.2 0.0 0.1
O -1.50313 -3.07874 -0.24059 -0.7 0.6 -0.1
H -5.91417 1.06999 4.97844 0.0 -0.1 -0.1
H -4.20583 0.76820 5.29863 0.0 -0.2 0.0
H -5.34501 0.86900 6.63637 -0.1 -0.1 0.0
H -3.94572 3.07589 5.21642 0.1 0.0 0.0
H -4.65624 3.02589 6.82922 0.1 0.2 0.0
H -5.73348 4.69406 5.41614 -0.2 0.1 0.2
H -6.91082 3.45268 5.80239 0.0 -0.1 0.1
H -5.80890 4.29811 3.19332 0.2 0.0 -0.1
H -5.71958 2.55189 3.40389 0.0 0.0 -0.1
H -8.16720 2.59820 4.01924 -0.2 0.1 0.1
H -8.17690 4.32795 3.58890 -0.1 0.0 0.2
H -8.81742 3.45162 1.50395 0.0 0.2 -0.1
H -7.06797 3.33365 1.33999 0.0 0.1 -0.2
H -9.00415 1.14707 2.23412 -0.1 0.0 0.0
H -7.25517 0.97260 2.25596 0.0 -0.1 0.1
H -8.48125 0.04154 0.19976 0.0 -0.1 -0.1
H -8.76249 1.71208 -0.25632 -0.1 -0.1 -0.2
H -5.92982 1.20324 0.45273 0.0 -0.2 0.1
H -6.61337 2.11082 -0.85753 0.2 0.1 0.0
H -5.20703 0.10419 -1.48952 0.0 0.1 -0.1
H -6.72373 0.28959 -2.32362 -0.1 -0.1 -0.1
H -7.68938 -1.55405 -1.02735 0.0 -0.2 -0.1
H -6.09790 -2.06146 -1.59669 -0.1 -0.1 -0.2
H -5.16003 -1.38509 0.65015 0.0 0.1 0.0
H -6.80337 -1.13714 1.21148 0.1 0.2 0.0
H -7.08627 -3.37882 1.57332 -0.1 0.0 0.0
H -6.60018 -3.73783 -0.07940 -0.1 -0.1 0.0
H -5.18866 -4.82076 1.63017 0.1 0.0 0.3
H -4.66841 -3.24312 2.22232 0.0 0.0 0.1
H -4.16188 -3.04108 -0.52679 0.0 0.0 -0.1
H -3.91043 -4.74473 -0.27911 0.0 0.0 -0.1
H -0.11447 -3.57658 4.39537 -0.4 -0.3 -0.2
H -0.75495 1.69308 -1.04796 -0.1 0.2 0.0
H -2.31735 1.25472 -0.82619 -0.1 0.0 0.3
H -2.43926 -1.80497 -2.28562 -0.1 -0.2 -0.1
C -9.98340 6.95677 -3.35572 0.0 0.0 0.0
O -9.69271 5.72347 -3.98753 0.0 0.0 0.1
C -8.39728 5.22706 -3.69925 -0.1 0.0 -0.2
C -8.42067 4.16418 -2.62343 0.1 0.0 0.1
O -8.84634 4.67813 -1.37280 -0.1 0.1 0.0
C -10.20666 4.41217 -1.08330 0.1 -0.1 0.0
H -11.05990 7.10795 -3.41421 0.0 0.0 0.0
H -9.68128 6.95445 -2.30613 0.0 0.0 0.0
H -9.48363 7.78311 -3.87258 0.0 0.0 0.0
H -7.73062 6.04357 -3.40401 0.0 0.0 0.0
H -8.00457 4.78513 -4.62000 0.0 0.0 0.0
H -7.40450 3.77958 -2.48824 0.0 0.0 0.0
H -9.05929 3.33000 -2.93214 0.0 0.0 0.0
H -10.33073 3.36563 -0.78197 -0.1 0.0 0.0
H -10.85186 4.61902 -1.93973 0.0 0.0 0.0
H -10.49997 5.05368 -0.25375 0.0 0.0 0.0
C 0.63390 -8.26072 1.04234 0.0 0.0 0.0
O 0.35770 -7.12852 0.23864 0.1 0.0 0.0
C 0.90968 -5.92384 0.74710 -0.1 -0.1 -0.1
C 2.19510 -5.54370 0.05019 0.2 0.1 0.1
O 3.23944 -6.47009 0.29875 -0.1 -0.1 0.0
C 3.44567 -7.39319 -0.75557 0.0 0.0 0.0
H 0.41516 -9.14591 0.44733 0.0 0.0 0.0
H 1.68102 -8.29079 1.35177 0.0 0.0 0.0
H -0.00436 -8.26827 1.93265 0.0 0.0 0.0
H 1.07067 -5.99763 1.82593 0.0 0.0 0.0
H 0.17815 -5.13223 0.56813 0.0 0.1 0.0
H 2.52491 -4.57419 0.44110 0.0 0.0 0.0
H 2.02608 -5.43260 -1.02547 0.0 0.0 0.0
H 3.97789 -6.91768 -1.58655 0.0 0.0 0.0
H 2.50262 -7.80517 -1.12112 0.0 0.0 0.0
H 4.05852 -8.20405 -0.36507 0.0 0.0 0.0
C 2.06115 -0.08641 -3.34209 0.1 0.1 0.0
O 1.87233 1.16314 -3.99158 0.1 -0.1 0.0
C 2.74466 2.17205 -3.51709 -0.2 0.0 0.0
C 3.93820 2.37095 -4.42492 0.2 0.0 0.1
O 4.76762 1.22155 -4.47182 -0.1 -0.1 0.0
C 4.56059 0.42164 -5.62300 0.1 0.0 0.0
H 1.56109 -0.84844 -3.93780 -0.1 0.0 0.0
H 3.12182 -0.33819 -3.25855 0.0 0.0 0.0
H 1.60294 -0.06927 -2.35148 0.1 -0.1 0.0
H 3.08409 1.93681 -2.50272 0.0 0.0 0.0
H 2.17728 3.10745 -3.47646 0.0 0.0 0.0
H 4.54248 3.19565 -4.03215 0.0 0.0 0.0
H 3.60800 2.64448 -5.43178 0.0 0.0 0.0
H 5.03626 0.87590 -6.49938 0.0 0.0 0.0
H 3.49785 0.27513 -5.82555 0.0 0.0 0.0
H 5.02253 -0.54678 -5.43635 0.0 0.0 0.0
C 7.76928 -4.28671 1.50907 0.0 0.0 0.0
O 6.42320 -3.86898 1.39217 0.0 0.0 0.1
C 5.49640 -4.74678 2.01747 0.0 0.2 -0.1
C 5.07383 -4.24473 3.37949 0.0 -0.1 0.2
O 6.15016 -4.21329 4.30436 0.1 0.0 -0.1
C 6.71871 -2.92823 4.46780 0.0 0.0 0.0
H 8.40030 -3.43787 1.24924 0.0 0.0 0.0
H 8.00683 -4.60753 2.52598 0.0 0.0 0.0
H 7.98168 -5.10747 0.81475 0.0 0.0 0.0
H 5.91656 -5.75390 2.09835 0.0 0.0 0.0
H 4.61801 -4.80607 1.37607 0.0 -0.1 0.0
H 4.31974 -4.92734 3.78364 0.0 0.0 0.0
H 4.61887 -3.25264 3.29009 0.0 0.0 0.0
H 6.07543 -2.29566 5.09006 0.0 0.0 0.0
H 6.88512 -2.43455 3.50754 0.0 0.0 0.0
H 7.67640 -3.05486 4.97050 0.0 0.0 0.0
C 9.97992 -0.25122 -2.62052 0.0 0.0 0.0
O 8.82583 -0.25135 -3.44000 0.1 0.1 0.0
C 7.76348 0.53170 -2.91798 -0.1 -0.2 -0.1
C 7.68153 1.89233 -3.57193 0.0 0.2 0.1
O 8.82879 2.68883 -3.30129 0.1 -0.1 0.0
C 9.77058 2.69730 -4.35714 0.0 0.0 0.0
H 10.80593 -0.63628 -3.21655 0.0 0.0 0.0
H 10.23026 0.75419 -2.27352 0.0 0.0 0.0
H 9.83817 -0.90415 -1.75209 0.0 0.0 0.0
H 7.87076 0.63881 -1.83374 0.0 0.0 0.0
H 6.82999 -0.00104 -3.11601 0.0 0.0 0.0
H 6.81446 2.42076 -3.16812 0.0 0.0 0.0
H 7.53374 1.78388 -4.64971 0.0 0.0 0.0
H 9.43408 3.34874 -5.17170 0.0 0.0 0.0
H 9.94532 1.69342 -4.75029 0.0 0.0 0.0
H 10.70649 3.08896 -3.96039 0.0 0.0 0.0
C 8.01970 1.32290 1.42439 0.0 0.0 0.0
O 9.13439 2.11929 1.07088 -0.1 0.1 0.0
C 8.87927 3.00981 -0.00701 0.2 -0.1 0.1
C 8.58572 4.41279 0.47190 -0.1 0.1 -0.1
O 7.38591 4.48239 1.22715 0.0 -0.1 0.0
C 7.59607 4.49487 2.62616 0.0 0.0 0.0
H 8.22209 0.89099 2.40343 0.0 0.0 0.0
H 7.10170 1.91252 1.47953 0.0 0.0 0.0
H 7.88014 0.50785 0.70469 0.0 0.0 0.0
H 8.05343 2.64247 -0.62136 0.0 0.0 0.0
H 9.77426 3.03116 -0.63327 0.0 0.0 -0.1
H 8.45706 5.05823 -0.40187 0.0 0.0 0.0
H 9.42827 4.79599 1.05661 0.0 0.0 0.0
H 7.94179 5.48053 2.95756 0.0 0.0 0.0
H 8.32259 3.73896 2.93268 0.0 0.0 0.0
H 6.64079 4.28073 3.10310 0.0 0.0 0.0
```
Positions in Å, forces in eV/Å.

E_tot: -98388.323 eV
gap between HOMO and LUMO: 8.40 eV
maximum force: 0.907 eV/Å

(2)
Computed, not measured: a structure of composition C18H47NNiO4Si2 at a distorted geometry, with ωB97M-V with the def2-TZVPD basis set.

```
73
Properties=species:S:1:pos:R:3:forces:R:3
O 2.39770 1.33127 -0.72699 -0.2 0.8 -0.1
O 3.18035 -0.79792 0.79036 1.4 -0.4 0.3
C 1.52257 1.26114 -1.84845 0.1 -0.4 0.3
C 1.03520 2.59493 -2.40008 -0.3 0.0 -0.2
H 0.65364 0.63885 -1.57979 0.2 0.1 -0.3
H 2.09878 0.71681 -2.60921 -0.1 0.2 0.2
H 0.05667 2.86415 -1.97809 0.3 0.1 -0.1
H 0.89627 2.48256 -3.48156 0.0 0.1 0.2
H 1.73906 3.41571 -2.22684 0.0 -0.2 0.0
C 1.91311 2.07337 0.40138 -0.3 -0.5 -0.5
C 3.07875 2.72337 1.09490 0.2 0.2 0.2
H 1.39965 1.36518 1.07052 0.1 0.3 0.0
H 1.18096 2.83383 0.08479 0.2 -0.1 0.0
H 3.74211 1.96145 1.50869 -0.1 0.2 -0.1
H 2.71725 3.35221 1.91636 0.1 -0.1 0.0
H 3.65236 3.35690 0.40817 -0.1 -0.1 0.1
C 3.54181 -1.23582 2.11411 -0.2 -0.1 -0.6
C 4.22755 -0.99025 -0.17786 -0.6 -0.2 0.3
C 3.69358 -0.07034 3.06267 0.1 0.0 0.3
H 4.48499 -1.80956 2.07256 -0.4 0.0 0.0
H 2.73387 -1.90711 2.43473 0.2 0.1 0.1
H 4.56388 0.54086 2.79702 -0.2 -0.1 0.1
H 3.85541 -0.45349 4.07414 0.0 0.1 0.0
H 2.79855 0.56196 3.07274 0.2 -0.2 0.0
C 5.40456 -0.07181 0.04272 0.2 0.2 0.0
H 3.75415 -0.80310 -1.14930 0.2 0.0 0.2
H 4.55779 -2.04415 -0.13874 -0.1 0.2 -0.1
H 5.08659 0.97778 -0.00766 0.1 -0.3 0.0
H 6.14226 -0.25037 -0.74456 0.0 0.1 0.1
H 5.89582 -0.26219 1.00788 -0.1 0.1 -0.2
H 1.35981 -0.54816 0.45843 -1.6 -0.6 0.2
Ni -2.33459 0.37995 0.71915 0.2 0.0 -0.3
C 0.27984 -0.91355 0.50794 0.8 0.1 -0.1
Si 0.23912 -2.61780 -0.33070 0.3 0.6 -0.2
H -0.04225 -0.95358 1.55747 0.1 0.1 -0.1
H -0.33248 -0.17404 -0.03900 0.2 -0.4 0.2
C 0.95639 -2.37012 -2.05827 0.0 -0.1 -0.1
C -1.47837 -3.35771 -0.51199 -0.1 -0.1 0.2
C 1.31991 -3.83637 0.60796 0.1 -0.1 0.1
C -2.45870 0.12293 -1.19906 0.1 0.1 -0.2
Si -4.32885 -0.03750 -1.33947 0.8 -0.4 -0.8
H -1.89579 -0.74579 -1.59222 -0.5 0.4 0.1
H -2.05489 1.02154 -1.70789 -0.3 -0.3 0.1
C -4.72372 -1.86706 -1.50746 -0.2 -0.1 0.0
C -4.88098 0.92442 -2.85423 -0.3 0.0 -0.1
C -5.29469 0.59937 0.15323 0.0 0.1 0.2
H 1.17667 -4.85419 0.21119 0.0 0.3 0.1
H 1.06266 -3.84787 1.67652 0.0 -0.1 -0.2
H 2.38749 -3.58735 0.52074 -0.3 0.0 0.0
H 0.16795 -2.07052 -2.76347 0.2 0.0 0.1
H 1.38885 -3.31603 -2.41374 -0.1 0.2 0.0
H 1.74434 -1.60611 -2.08105 -0.2 -0.2 0.1
H -2.26158 -2.62064 -0.72330 0.3 -0.2 0.0
H -1.75478 -3.88026 0.41362 0.0 0.0 -0.2
H -1.47243 -4.09110 -1.33280 0.0 0.1 0.2
H -4.09472 0.93789 -3.62118 -0.2 -0.1 0.2
H -5.12369 1.96456 -2.59600 0.0 -0.2 -0.1
H -5.77858 0.46471 -3.28967 0.1 0.2 0.0
H -5.41079 1.69155 0.10773 -0.1 -0.2 0.1
H -4.85343 0.33272 1.13022 -0.2 0.1 -0.2
H -6.30027 0.15504 0.11510 0.2 0.2 0.1
H -5.71801 -2.00589 -1.95486 0.2 0.0 0.1
H -4.72626 -2.35846 -0.52436 0.0 0.0 -0.2
H -3.98776 -2.37675 -2.14291 -0.2 0.1 0.1
N -2.64811 2.40332 0.93107 0.2 1.0 -0.7
C -2.43792 2.77969 2.34477 0.0 0.1 -0.1
C -2.50319 1.51923 3.19805 -0.2 -0.4 0.9
O -2.81224 1.64148 4.37389 0.4 -0.3 -0.8
O -2.19959 0.40172 2.57474 -0.2 0.6 1.2
H -1.99183 2.91651 0.34177 -0.2 -0.2 0.0
H -3.57006 2.70206 0.60936 0.2 -0.2 0.2
H -1.43353 3.21223 2.46333 -0.3 -0.1 0.0
H -3.18421 3.50971 2.68275 0.3 -0.2 0.0
```
Positions in Å, forces in eV/Å.

E_tot: -85907.173 eV
gap between HOMO and LUMO (spin up / spin down): 8.63 / 8.43 eV
maximum force: 1.720 eV/Å
multiplicity: 3
energy relative to the best compared isomer or geometry (same formula, charge and spin): 0.0 kcal/mol

(3)
Computed, not measured: a cluster of 10 separate species, C30H55N5O5S5 in total at a distorted geometry, with ωB97M-V with the def2-TZVPD basis set.

```
100
Properties=species:S:1:pos:R:3:forces:R:3
N 11.67215 7.01349 15.45031 0.4 -0.3 0.9
C 12.09961 6.75055 16.74751 -0.6 1.3 -0.2
C 13.40764 6.40844 16.71433 0.1 -1.5 -0.1
C 13.75075 6.23214 15.34981 0.3 1.3 0.2
C 12.73070 6.72289 14.60257 -1.4 -0.5 -0.9
H 10.69845 7.21879 15.25343 0.5 0.2 -0.4
H 11.51676 7.00512 17.61989 -0.3 -0.1 -0.2
H 13.98272 6.07040 17.55359 0.2 0.2 0.2
H 14.69239 5.97073 14.95402 0.8 -0.4 -0.3
H 12.64476 6.75887 13.50897 -0.1 0.0 0.7
N 17.02792 10.90226 14.23239 3.0 -1.6 -1.1
C 17.94995 10.38058 15.13208 -0.4 0.8 1.3
C 19.07598 9.83590 14.52525 -3.1 0.9 -1.6
C 18.74716 9.92483 13.08645 0.7 0.4 1.8
C 17.56835 10.62094 12.97519 -0.4 -0.3 0.2
H 16.15502 11.41135 14.36781 -0.1 0.0 0.0
H 17.71122 10.54744 16.19804 0.5 -0.4 -0.7
H 19.92167 9.43607 15.02587 0.4 -0.4 0.1
H 19.39779 9.54820 12.31043 -0.3 0.2 -0.2
H 17.03092 10.87166 12.07745 -0.1 0.1 0.0
N 8.34890 8.86772 14.14089 -0.2 -0.3 -0.3
C 9.20551 9.89876 13.77293 -0.4 -0.7 -1.0
C 9.45676 10.65870 14.87414 0.4 -0.2 0.7
C 8.75066 10.05398 15.94833 -0.2 -0.2 0.4
C 8.06141 8.95974 15.48569 0.8 0.5 -0.5
H 7.90335 8.16482 13.54216 0.6 0.8 0.2
H 9.53853 9.96954 12.73923 -0.1 0.1 0.3
H 10.18128 11.46045 15.04185 -0.4 -0.2 -0.5
H 8.81155 10.38788 16.96296 -0.1 0.0 0.3
H 7.49151 8.18889 15.96315 -0.3 0.0 0.2
N 10.45751 11.82568 10.22574 -1.6 -1.8 -0.8
C 11.30257 10.76864 10.42400 -0.6 -0.9 -0.8
C 10.66693 9.60598 9.93889 2.1 1.4 0.8
C 9.45599 9.96480 9.37034 -1.3 0.1 0.2
C 9.30119 11.29020 9.63636 1.0 1.8 -0.5
H 10.57943 12.82165 10.30585 0.6 0.1 0.4
H 12.34257 10.83893 10.69394 -0.1 0.3 0.4
H 11.18455 8.68764 9.96466 0.2 -1.0 -0.1
H 8.70242 9.38410 8.83739 0.4 0.0 0.3
H 8.61042 11.98260 9.20250 -0.5 0.1 0.2
N 11.41241 11.33232 18.91131 0.7 0.9 0.2
C 11.07642 10.09862 18.45283 0.7 0.9 -1.3
C 10.23982 9.52429 19.32141 -0.5 -1.8 1.5
C 10.16162 10.39267 20.47510 -1.1 -1.6 -0.8
C 10.86650 11.48800 20.14765 0.6 1.4 0.7
H 11.94928 12.06287 18.42719 -0.3 -0.8 0.1
H 11.49532 9.73876 17.54126 -0.1 -0.1 -0.5
H 9.87400 8.49384 19.18515 0.0 0.8 0.3
H 9.57989 10.19018 21.35467 0.1 0.2 0.2
H 11.07709 12.34934 20.77319 -0.1 0.0 -0.4
C 15.67990 10.11906 19.08887 0.5 -1.7 0.6
S 15.45020 11.46969 20.22372 -1.2 0.2 -0.1
O 14.47584 12.37323 19.48429 0.8 -0.4 0.5
C 14.34670 10.53635 21.33666 0.3 1.0 0.5
H 14.66968 9.79072 18.85187 0.0 0.3 -0.7
H 16.13176 9.20302 19.54982 -0.1 1.0 0.1
H 16.34147 10.40406 18.27481 -0.4 0.2 -0.2
H 13.47714 10.22701 20.74057 0.2 -0.1 0.4
H 14.08324 11.27908 22.10491 -0.3 -0.1 -0.4
H 14.86362 9.76809 21.90748 0.1 -0.4 -0.4
C 12.04133 15.28997 17.46584 -0.7 1.0 0.5
S 12.75017 14.23498 16.26244 -0.4 -0.8 -1.1
O 12.00982 12.94168 16.47027 0.5 -0.2 0.1
C 11.96598 14.91724 14.74180 0.5 -0.8 1.4
H 12.35873 16.32637 17.35341 0.0 0.1 -0.3
H 12.40171 14.99482 18.44594 0.0 -0.4 0.1
H 10.94328 15.20691 17.40434 0.4 0.0 0.1
H 10.90565 15.02038 14.91397 -0.3 -0.2 -0.1
H 12.22266 14.20849 13.96236 -0.1 0.0 -0.2
H 12.40888 15.86734 14.60003 0.5 1.1 -0.5
C 19.01002 13.48849 16.46242 1.0 1.2 0.6
S 17.95264 12.74384 17.67051 -0.9 0.8 1.2
O 18.14403 13.53264 18.94216 0.1 -0.6 -0.6
C 16.37956 13.34674 17.01750 0.6 0.4 -1.4
H 19.94424 13.65060 17.07222 -0.8 0.2 -0.8
H 18.57567 14.43836 16.06667 0.5 -0.7 0.4
H 19.24701 12.80360 15.67720 0.0 -0.5 -0.6
H 16.15764 12.88956 16.02997 0.1 0.2 0.6
H 16.42420 14.44470 16.91658 0.3 -0.4 -0.1
H 15.61479 13.15892 17.72422 -0.8 -0.6 0.8
C 13.57250 16.59149 11.14357 0.3 1.2 0.9
S 13.14608 15.02320 10.39839 -1.0 -0.6 0.2
O 11.74212 14.58100 10.81241 1.5 0.7 -0.2
C 14.29342 14.08565 11.39323 0.0 -0.2 0.3
H 12.92702 17.38053 10.74532 -0.2 -0.3 0.2
H 14.59692 16.93521 10.85204 -0.6 -0.8 0.2
H 13.50290 16.55508 12.26846 0.0 0.0 -1.2
H 14.14931 13.05642 11.09626 0.2 -0.3 0.0
H 14.15458 14.18232 12.47304 -0.4 0.0 -0.2
H 15.30619 14.41202 11.19471 0.2 0.0 -0.4
C 14.22196 9.59347 12.93675 -1.6 0.1 0.7
S 13.59068 10.91294 14.14093 0.8 -1.4 -1.1
O 14.60129 12.02455 13.98709 -0.3 0.3 0.3
C 13.99165 10.00733 15.65824 -0.9 0.5 0.3
H 15.16568 9.19275 13.27442 0.2 -0.1 0.1
H 14.27326 9.96928 11.93108 0.3 0.8 -0.2
H 13.43580 8.83132 12.82858 0.3 0.0 0.6
H 15.00633 9.65278 15.72188 0.4 -0.2 -0.3
H 13.26209 9.20495 15.80897 0.2 -0.1 -0.3
H 13.80615 10.71830 16.46161 0.0 0.3 0.0
```
Positions in Å, forces in eV/Å.

E_tot: -103860.570 eV
gap between HOMO and LUMO: 8.19 eV
maximum force: 3.567 eV/Å
energy relative to the best compared isomer or geometry (same formula, charge and spin): 0.0 kcal/mol